(1)
Formula: C2H2O3S2
Source: the Open Molecules 2025 dataset
Level of theory: ωB97M-V/def2-TZVPD

Output
Electronic energy: -29912.710 eV
Molecular weight: 138.17 g/mol
Orbital gap (alpha / beta): 6.2 / 8.4 eV
ΔE to the lowest compared entry with this formula, charge and spin: 339.71 kJ/mol
Highest occupied orbital energy (alpha / beta): -8.42 / -9.48 eV

Element x y z (Å)
1 C 1.944 2.152 -0.479
2 C -0.663 1.469 0.403
3 O 3.787 0.618 -0.513
4 O -2.943 0.549 -0.107
5 O 0.203 2.364 0.518
6 S 2.542 0.874 0.250
7 S -2.256 1.823 -0.099
8 H 1.719 2.896 -1.220
9 H -0.579 0.324 0.715


(2)
Formula: C56H112O28S14
Source: the Open Molecules 2025 dataset
Level of theory: ωB97M-V/def2-TZVPD

Output
Electronic energy: -268906.494 eV
Molecular weight: 1682.42 g/mol
Orbital gap: 10.2 eV
ΔE to the lowest compared entry with this formula, charge and spin: 116.48 kJ/mol
Highest occupied orbital energy: -10.06 eV

Element x y z (Å)
1 C -3.514 2.070 -4.677
2 C -3.190 3.048 -3.567
3 C -2.304 4.126 -4.072
4 S -1.286 3.172 -5.293
5 O 0.069 2.954 -4.863
6 O -1.432 3.770 -6.619
7 C -2.205 1.678 -5.255
8 H -4.074 2.512 -5.504
9 H -4.167 1.291 -4.287
10 H -2.645 2.534 -2.744
11 H -4.125 3.332 -3.088
12 H -1.503 4.447 -3.385
13 H -2.823 4.861 -4.695
14 H -1.545 1.025 -4.672
15 H -2.324 1.290 -6.269
16 C -5.044 0.618 -0.844
17 C -5.786 1.928 -0.457
18 C -4.945 2.442 0.732
19 S -4.341 1.041 1.617
20 O -5.055 0.875 2.881
21 O -2.865 1.114 1.677
22 C -4.780 -0.206 0.432
23 H -4.205 0.804 -1.476
24 H -5.682 0.051 -1.481
25 H -6.820 1.786 -0.208
26 H -5.696 2.655 -1.261
27 H -5.491 2.983 1.466
28 H -4.106 3.025 0.404
29 H -5.681 -0.727 0.789
30 H -4.040 -0.985 0.468
31 C -3.490 -7.210 0.698
32 C -2.334 -7.204 -0.334
33 C -2.327 -5.816 -0.863
34 S -2.374 -4.831 0.629
35 O -3.228 -3.694 0.511
36 O -1.038 -4.662 1.083
37 C -3.246 -6.026 1.685
38 H -3.420 -8.166 1.194
39 H -4.426 -7.106 0.144
40 H -2.707 -7.875 -1.078
41 H -1.450 -7.654 0.153
42 H -3.193 -5.705 -1.499
43 H -1.499 -5.494 -1.430
44 H -4.212 -5.623 2.025
45 H -2.598 -6.318 2.502
46 C 2.886 0.313 -7.306
47 C 2.741 -1.040 -7.904
48 C 1.748 -1.864 -7.062
49 S 0.549 -0.642 -6.529
50 O 0.566 -0.667 -5.089
51 O -0.704 -0.793 -7.158
52 C 1.376 0.781 -7.174
53 H 3.343 0.998 -8.016
54 H 3.357 0.346 -6.326
55 H 3.717 -1.510 -8.038
56 H 2.307 -0.882 -8.886
57 H 2.180 -2.387 -6.202
58 H 1.295 -2.614 -7.681
59 H 1.183 1.563 -6.430
60 H 0.990 1.012 -8.178
61 C -0.848 3.463 5.422
62 C -1.304 2.138 4.765
63 C -0.278 1.068 4.921
64 S 1.210 1.993 4.530
65 O 1.190 2.127 3.091
66 O 2.423 1.498 5.183
67 C 0.631 3.586 5.161
68 H -1.061 3.692 6.478
69 H -1.250 4.296 4.860
70 H -1.452 2.263 3.681
71 H -2.240 1.781 5.194
72 H -0.269 0.318 4.151
73 H -0.175 0.771 5.970
74 H 0.925 4.207 4.291
75 H 1.275 3.789 5.989
76 C 2.912 -4.335 -0.906
77 C 3.487 -3.053 -1.560
78 C 2.412 -2.657 -2.650
79 S 1.414 -4.069 -3.014
80 O 1.568 -4.417 -4.435
81 O 0.072 -4.018 -2.506
82 C 2.413 -5.237 -2.000
83 H 2.073 -4.039 -0.285
84 H 3.700 -4.761 -0.243
85 H 4.469 -3.130 -2.037
86 H 3.496 -2.211 -0.870
87 H 2.868 -2.388 -3.618
88 H 1.688 -1.937 -2.345
89 H 3.211 -5.642 -2.641
90 H 1.774 -6.047 -1.651
91 C 3.179 2.814 -3.987
92 C 3.823 1.562 -3.455
93 C 4.201 1.894 -2.022
94 S 3.372 3.294 -1.393
95 O 4.336 4.355 -1.299
96 O 2.575 2.987 -0.231
97 C 2.266 3.411 -2.859
98 H 2.464 2.593 -4.790
99 H 3.951 3.466 -4.382
100 H 4.681 1.166 -4.050
101 H 3.137 0.716 -3.425
102 H 5.257 2.085 -1.896
103 H 3.906 1.182 -1.273
104 H 2.050 4.438 -2.947
105 H 1.432 2.767 -2.669
106 C -2.360 -3.011 -4.722
107 C -2.809 -3.907 -3.569
108 C -4.274 -4.116 -3.896
109 S -4.937 -2.497 -4.448
110 O -5.608 -1.833 -3.339
111 O -5.588 -2.648 -5.691
112 C -3.293 -1.754 -4.775
113 H -2.449 -3.556 -5.691
114 H -1.362 -2.657 -4.750
115 H -2.655 -3.504 -2.557
116 H -2.210 -4.805 -3.575
117 H -4.821 -4.415 -2.929
118 H -4.449 -4.880 -4.662
119 H -3.085 -1.036 -3.956
120 H -3.330 -1.175 -5.706
121 C -2.444 -1.653 6.141
122 C -2.783 -1.532 4.639
123 C -2.861 -2.947 4.074
124 S -3.067 -4.111 5.503
125 O -1.775 -4.774 5.661
126 O -4.329 -4.843 5.505
127 C -3.171 -2.792 6.785
128 H -2.623 -0.722 6.677
129 H -1.366 -1.944 6.261
130 H -2.164 -0.849 4.054
131 H -3.743 -1.058 4.596
132 H -1.991 -3.193 3.486
133 H -3.743 -3.141 3.461
134 H -2.715 -3.220 7.696
135 H -4.203 -2.634 7.001
136 C 3.939 5.468 2.322
137 C 4.545 6.803 2.681
138 C 3.389 7.737 3.096
139 S 1.915 7.141 2.392
140 O 1.243 8.007 1.450
141 O 1.097 6.621 3.451
142 C 2.659 5.761 1.560
143 H 3.763 4.976 3.262
144 H 4.665 4.880 1.767
145 H 5.011 7.290 1.826
146 H 5.334 6.782 3.451
147 H 3.606 8.734 2.758
148 H 3.229 7.728 4.183
149 H 2.720 6.035 0.482
150 H 1.945 4.924 1.723
151 C 4.940 1.221 2.648
152 C 6.259 1.064 1.804
153 C 5.993 -0.140 0.859
154 S 4.917 -1.212 1.824
155 O 5.719 -2.350 2.199
156 O 3.654 -1.396 1.112
157 C 4.604 -0.237 3.189
158 H 4.102 1.455 1.903
159 H 4.945 1.996 3.396
160 H 7.095 0.925 2.500
161 H 6.509 1.994 1.257
162 H 6.946 -0.618 0.600
163 H 5.450 0.084 -0.036
164 H 5.296 -0.522 3.993
165 H 3.600 -0.485 3.588
166 C 2.275 -5.297 3.174
167 C 1.375 -5.632 4.356
168 C 1.437 -4.515 5.436
169 S 1.803 -2.994 4.524
170 O 3.015 -2.523 5.141
171 O 0.620 -2.168 4.491
172 C 2.066 -3.800 2.862
173 H 2.157 -5.974 2.338
174 H 3.336 -5.445 3.447
175 H 1.615 -6.600 4.810
176 H 0.394 -5.598 3.906
177 H 2.014 -4.721 6.310
178 H 0.414 -4.398 5.790
179 H 2.961 -3.250 2.528
180 H 1.236 -3.694 2.223
181 C -0.984 4.268 0.845
182 C -1.288 4.828 2.225
183 C -2.153 6.116 2.115
184 S -2.624 6.323 0.385
185 O -2.498 7.708 0.037
186 O -3.856 5.619 0.064
187 C -1.296 5.319 -0.283
188 H -1.543 3.388 0.561
189 H 0.090 3.977 0.850
190 H -0.289 5.031 2.714
191 H -1.758 4.074 2.873
192 H -1.699 7.046 2.383
193 H -3.116 6.126 2.636
194 H -0.472 5.965 -0.479
195 H -1.697 4.885 -1.191
196 C 0.396 -0.468 1.525
197 C 0.300 -1.632 0.542
198 C -0.420 -1.090 -0.692
199 S 0.372 0.460 -1.023
200 O -0.535 1.374 -1.699
201 O 1.690 0.208 -1.632
202 C 0.694 0.817 0.658
203 H 1.272 -0.771 2.188
204 H -0.538 -0.378 2.091
205 H -0.231 -2.538 0.979
206 H 1.274 -2.141 0.298
207 H -1.518 -0.925 -0.470
208 H -0.314 -1.767 -1.554
209 H 0.084 1.639 1.111
210 H 1.708 1.163 0.652